No. 1
Density functional theory data (ωB97M-V/def2-TZVPD) for a 10-piece molecular cluster, C44H50F24N2O20 overall in a non-equilibrium geometry.

The geometry in XYZ format:
```
140
C44H50F24N2O20 ωB97M-V/def2-TZVPD
O -0.394 -31.233 -7.649
N -0.063 -31.492 -6.493
O -0.546 -32.426 -5.872
C 0.938 -30.720 -5.778
C 1.138 -30.847 -4.390
C 2.245 -30.200 -3.823
C 3.052 -29.332 -4.582
C 2.788 -29.202 -5.926
C 1.734 -29.878 -6.518
H 0.519 -31.433 -3.708
H 2.501 -30.397 -2.805
H 3.866 -28.865 -4.136
H 3.389 -28.599 -6.526
H 1.512 -29.809 -7.580
O 4.117 -29.464 -1.321
N 5.128 -29.863 -0.762
O 5.811 -30.855 -0.891
C 5.664 -28.965 0.265
C 6.314 -29.543 1.322
C 6.879 -28.709 2.323
C 6.560 -27.388 2.373
C 5.805 -26.796 1.353
C 5.352 -27.591 0.297
H 6.334 -30.635 1.258
H 7.416 -29.186 3.121
H 6.928 -26.778 3.189
H 5.435 -25.791 1.404
H 4.686 -27.186 -0.449
C 11.774 -27.465 3.433
C 11.632 -28.922 3.559
O 11.775 -29.548 4.901
C 10.674 -29.545 5.664
O 9.658 -28.963 5.464
C 10.906 -30.357 6.881
F 9.877 -30.150 7.647
F 10.943 -31.690 6.552
F 12.000 -29.985 7.578
H 12.654 -27.167 3.975
H 10.958 -26.891 3.768
H 11.999 -27.297 2.336
H 12.344 -29.567 3.072
H 10.677 -29.209 3.141
C 9.472 -28.261 0.512
C 8.998 -27.385 -0.567
O 9.753 -26.168 -0.706
C 9.622 -25.231 0.283
O 8.821 -25.220 1.186
C 10.698 -24.129 0.144
F 11.507 -24.227 1.184
F 11.482 -24.166 -0.934
F 10.047 -22.958 0.156
H 9.025 -29.253 0.512
H 9.196 -27.833 1.513
H 10.548 -28.424 0.397
H 7.921 -27.200 -0.364
H 9.001 -27.769 -1.579
C 6.419 -31.182 -4.354
C 6.221 -30.543 -5.692
O 6.223 -29.045 -5.665
C 7.402 -28.465 -5.833
O 8.468 -28.981 -5.853
C 7.202 -26.957 -6.080
F 8.209 -26.171 -5.749
F 7.160 -26.882 -7.436
F 6.063 -26.448 -5.545
H 7.465 -30.973 -4.080
H 6.300 -32.283 -4.440
H 5.694 -30.758 -3.600
H 5.269 -30.676 -6.163
H 7.074 -30.809 -6.351
C 3.439 -22.046 2.048
C 3.469 -23.079 3.142
O 4.156 -22.532 4.327
C 3.428 -21.762 5.056
O 2.228 -21.422 4.901
C 4.171 -21.290 6.358
F 4.435 -19.964 6.203
F 3.516 -21.536 7.459
F 5.300 -21.933 6.451
H 2.687 -22.471 1.287
H 4.413 -21.899 1.557
H 2.988 -21.123 2.278
H 4.128 -23.925 2.868
H 2.406 -23.299 3.434
C 8.911 -36.266 0.951
C 7.844 -35.243 1.041
O 8.017 -34.295 2.193
C 8.310 -33.078 1.903
O 8.715 -32.631 0.849
C 8.131 -32.173 3.130
F 8.444 -32.777 4.215
F 8.899 -31.107 2.962
F 6.866 -31.817 3.164
H 8.883 -36.907 1.788
H 9.888 -35.720 0.947
H 8.874 -36.863 0.023
H 6.865 -35.711 1.143
H 7.749 -34.601 0.189
C 3.297 -26.140 -3.168
C 2.850 -25.287 -2.034
O 2.046 -26.200 -1.191
C 2.109 -26.074 0.119
O 2.525 -25.162 0.727
C 1.326 -27.246 0.755
F 1.074 -28.160 -0.140
F 2.068 -27.756 1.723
F 0.166 -26.847 1.276
H 2.469 -26.555 -3.787
H 3.767 -27.062 -2.798
H 4.108 -25.623 -3.735
H 2.208 -24.473 -2.395
H 3.682 -24.923 -1.474
C 6.915 -21.545 -5.212
C 6.090 -22.863 -5.113
O 6.918 -23.731 -4.281
C 6.469 -23.927 -3.072
O 5.370 -23.646 -2.630
C 7.532 -24.806 -2.346
F 7.377 -26.037 -2.795
F 8.799 -24.418 -2.720
F 7.472 -24.750 -1.037
H 6.518 -20.850 -5.951
H 7.948 -21.820 -5.389
H 6.906 -21.013 -4.301
H 6.068 -23.413 -6.042
H 5.095 -22.840 -4.671
C 4.725 -34.649 5.583
C 4.675 -33.281 4.912
O 3.555 -33.293 3.891
C 3.742 -33.475 2.562
O 4.770 -33.817 2.016
C 2.524 -32.997 1.722
F 3.013 -32.005 0.902
F 2.242 -34.077 0.948
F 1.439 -32.557 2.320
H 3.989 -34.827 6.364
H 5.692 -34.722 6.094
H 4.816 -35.493 4.845
H 5.646 -33.014 4.463
H 4.231 -32.493 5.615
```

Properties
Net charge: 0
Multiplicity: 1
Orbital gap, eV: 9.35
Calculated total energy, eV: -155583.5472
SMILES: O=[N+]([O-])c1ccccc1.O=[N+]([O-])c1ccccc1.CCOC(=O)C(F)(F)F.CCOC(=O)C(F)(F)F.CCOC(=O)C(F)(F)F.CCOC(=O)C(F)(F)F.CCOC(=O)C(F)(F)F.CCOC(=O)C(F)(F)F.CCOC(=O)C(F)(F)F.CCOC(=O)C(F)(F)F
HOMO, eV: -10.1

Results of the Mulliken charge analysis, in e, for atoms 1 through 8: -0.591 0.940 -0.567 0.000 -0.618 -0.588 -0.634 -1.120



No. 2
Density functional theory data (ωB97M-V/def2-TZVPD) for C44H50N7S3Y as an isolated structure in a non-equilibrium geometry.

The geometry in XYZ format:
```
105
C44H50N7S3Y ωB97M-V/def2-TZVPD
Y -0.167 -0.037 -0.573
C 3.087 -1.150 -0.474
N 2.475 0.188 -0.570
C 2.800 0.823 -1.876
C 2.424 -0.027 -3.076
N 0.959 -0.134 -3.259
C 0.599 -1.453 -3.800
C 0.471 0.879 -4.189
C 1.047 0.991 -5.453
C 0.593 1.919 -6.369
C -0.469 2.747 -6.024
C -1.059 2.626 -4.786
C -0.608 1.688 -3.847
S -1.459 1.569 -2.330
C 2.979 1.089 0.459
C 4.268 0.939 0.958
C 4.793 1.843 1.868
C 4.023 2.924 2.270
C 2.741 3.074 1.782
C 2.188 2.166 0.877
S 0.552 2.419 0.303
H 4.106 -1.158 -0.875
H 2.497 -1.890 -1.010
H 3.118 -1.448 0.573
H 3.883 1.017 -1.907
H 2.281 1.786 -1.917
H 2.838 -1.031 -2.979
H 2.902 0.425 -3.951
H 0.943 -1.575 -4.833
H -0.484 -1.572 -3.779
H 1.056 -2.219 -3.189
H 1.868 0.342 -5.728
H 1.060 1.995 -7.341
H -0.838 3.481 -6.726
H -1.890 3.258 -4.512
H 4.880 0.112 0.635
H 5.796 1.706 2.244
H 4.418 3.642 2.975
H 2.127 3.902 2.104
C -4.114 2.607 -0.470
C -3.557 1.300 0.033
C -3.703 0.116 -0.701
C -4.387 0.118 -2.042
C -3.251 -1.105 -0.172
C -3.492 -2.360 -0.976
C -2.732 -1.152 1.139
C -2.433 -2.470 1.812
C -2.615 0.039 1.878
C -2.321 0.024 3.360
C -2.940 1.267 1.287
C -2.699 2.543 2.048
H -3.362 3.169 -1.024
H -4.456 3.222 0.358
H -4.962 2.448 -1.129
H -3.919 -0.590 -2.721
H -4.336 1.091 -2.518
H -5.436 -0.168 -1.934
H -2.884 -2.382 -1.883
H -4.538 -2.411 -1.280
H -3.258 -3.263 -0.424
H -3.324 -2.848 2.319
H -1.649 -2.366 2.557
H -2.101 -3.224 1.105
H -1.318 0.364 3.609
H -2.457 -0.963 3.789
H -3.024 0.689 3.863
H -2.450 3.357 1.371
H -1.864 2.432 2.735
H -3.577 2.842 2.626
C -0.943 -5.968 -4.408
C 0.082 -5.374 -3.493
C 1.438 -5.673 -3.612
C 2.290 -5.034 -2.734
N 1.867 -4.177 -1.815
C 0.549 -3.956 -1.776
S -0.063 -2.890 -0.537
N -0.355 -4.526 -2.575
H -0.683 -6.989 -4.682
H -1.000 -5.380 -5.326
H -1.919 -5.947 -3.932
H 1.803 -6.369 -4.350
H 3.361 -5.207 -2.766
C 1.997 -2.038 3.379
C 1.095 -1.747 2.369
N 0.629 -0.514 2.135
C 1.027 0.456 2.955
C 1.931 0.271 3.995
C 2.448 -1.008 4.181
C 2.456 1.374 4.803
C 1.863 2.458 5.298
C 0.452 2.840 5.279
C 0.068 4.054 5.849
C -1.279 4.355 5.850
N -2.191 3.532 5.342
C -1.721 2.408 4.821
N -0.458 2.018 4.750
H 2.350 -3.051 3.506
H 0.755 -2.529 1.705
H 0.612 1.435 2.761
H 3.186 -1.185 4.951
H 3.521 1.287 5.001
H 2.497 3.154 5.837
H 0.796 4.728 6.274
H -1.646 5.284 6.272
H -2.455 1.730 4.403
```

Properties
Net charge: 0
Multiplicity: 1
Orbital gap, eV: 6.65
Energy relative to the best compared isomer or geometry (same formula, charge and spin), eV: 2.109
Calculated total energy, eV: -90422.8435
HOMO, eV: -7.0

Results of the Mulliken charge analysis, in e, for atoms 1 through 8: 0.254 -1.553 2.812 -1.245 -1.002 1.634 -0.935 -0.989



No. 3
Density functional theory data (ωB97M-V/def2-TZVPD) for a 5-piece molecular cluster, C44H51BrF7N4O2S2 overall in a non-equilibrium geometry.

The geometry in XYZ format:
```
111
C44H51BrF7N4O2S2 ωB97M-V/def2-TZVPD
C 5.632 1.045 0.577
C 5.005 1.241 -0.840
C 5.095 0.086 -1.917
C 4.387 2.413 -1.226
C 3.272 3.154 -0.414
C 1.976 2.234 -0.279
C 0.696 2.876 -0.991
C 0.575 2.254 -2.428
C -0.610 2.817 -0.094
C -1.958 2.477 -0.829
N -2.133 1.047 -1.273
C -3.490 0.950 -1.794
N -3.610 1.213 -3.067
S -2.301 1.600 -4.129
N -4.645 0.652 -1.011
C -5.674 1.741 -1.047
C -6.734 1.564 0.110
C -6.589 2.609 1.281
Br -8.553 1.797 -0.676
C -5.226 -0.655 -1.305
C -5.847 -1.019 -2.611
C -6.387 -2.366 -2.706
N -6.439 -3.354 -1.786
C -5.914 -3.043 -0.570
C -5.306 -1.745 -0.330
S -1.838 -0.110 -0.048
O -0.407 -0.309 0.144
O -2.357 -1.378 -0.554
C -2.508 0.335 1.635
F -1.558 0.728 2.515
F -3.522 1.246 1.631
F -3.032 -0.829 2.149
H 6.703 1.383 0.543
H 5.122 1.672 1.363
H 5.565 -0.046 0.826
H 6.161 -0.271 -1.996
H 4.739 0.417 -2.923
H 4.505 -0.782 -1.506
H 4.689 2.862 -2.214
H 3.665 3.363 0.626
H 3.065 4.154 -0.871
H 2.188 1.199 -0.648
H 1.764 2.159 0.822
H 0.966 3.963 -1.132
H -0.026 2.971 -3.062
H 1.583 2.200 -2.932
H 0.159 1.215 -2.460
H -0.376 2.164 0.787
H -0.744 3.854 0.332
H -1.985 3.108 -1.768
H -2.800 2.871 -0.191
H -4.553 1.190 -3.464
H -2.630 1.072 -5.355
H -6.249 1.607 -2.013
H -5.191 2.753 -1.021
H -6.739 0.549 0.574
H -5.543 2.698 1.677
H -6.998 3.612 1.008
H -7.205 2.206 2.136
H -5.907 -0.297 -3.456
H -6.837 -2.622 -3.702
H -5.953 -3.800 0.249
H -4.873 -1.557 0.686
F 5.405 -1.012 3.388
C 4.291 -1.723 3.131
C 4.195 -3.023 3.595
C 3.042 -3.754 3.334
C 2.006 -3.180 2.604
C 2.119 -1.875 2.140
C 3.267 -1.140 2.409
H 5.015 -3.455 4.155
H 2.952 -4.769 3.697
H 1.110 -3.753 2.398
H 1.313 -1.429 1.568
H 3.368 -0.118 2.063
F 2.696 -6.300 5.323
C 1.834 -5.804 6.231
C 1.145 -6.676 7.054
C 0.259 -6.166 7.995
C 0.065 -4.793 8.093
C 0.760 -3.928 7.255
C 1.654 -4.435 6.321
H 1.304 -7.743 6.958
H -0.280 -6.839 8.650
H -0.630 -4.397 8.824
H 0.605 -2.858 7.330
H 2.209 -3.775 5.669
F -3.864 6.176 -4.229
C -4.441 5.585 -5.289
C -4.318 4.217 -5.450
C -4.917 3.603 -6.544
C -5.623 4.366 -7.466
C -5.735 5.741 -7.294
C -5.145 6.355 -6.196
H -3.756 3.642 -4.724
H -4.834 2.530 -6.677
H -6.087 3.887 -8.321
H -6.281 6.335 -8.016
H -5.229 7.423 -6.042
F 6.454 -1.771 -0.488
C 7.570 -2.304 0.051
C 8.489 -2.924 -0.777
C 9.642 -3.468 -0.225
C 9.856 -3.395 1.147
C 8.922 -2.774 1.966
C 7.774 -2.219 1.415
H 8.301 -2.978 -1.842
H 10.372 -3.950 -0.864
H 10.754 -3.824 1.576
H 9.087 -2.721 3.036
H 7.040 -1.723 2.038
```

Properties
Net charge: +1
Multiplicity: 1
Orbital gap, eV: 4.47
Calculated total energy, eV: -167232.1276
HOMO, eV: -9.3

Results of the Mulliken charge analysis, in e, for atoms 1 through 8: -0.437 0.765 -1.100 -0.904 -0.913 -0.624 0.716 -1.258



No. 4
Density functional theory data (ωB97M-V/def2-TZVPD) for C44H51BrOPSeSn as an isolated structure.

The geometry in XYZ format:
```
100
C44H51BrOPSeSn ωB97M-V/def2-TZVPD
Sn -0.604 2.093 -1.225
C 2.857 -3.549 -0.144
C 3.446 -3.322 -1.512
C 4.387 -4.229 -1.995
C 4.984 -4.062 -3.233
C 4.643 -2.973 -4.023
C 3.710 -2.063 -3.559
C 3.108 -2.221 -2.309
P 1.884 -1.002 -1.693
C 1.255 -0.274 -3.254
C 1.429 1.065 -3.608
C 0.835 1.596 -4.747
C 0.064 0.782 -5.559
C -0.113 -0.552 -5.219
C 0.459 -1.098 -4.075
C 0.213 -2.546 -3.748
C 2.988 0.293 -0.994
C 4.014 0.886 -1.729
C 4.854 1.831 -1.164
C 4.687 2.186 0.167
C 3.692 1.586 0.920
C 2.837 0.640 0.357
C 1.843 -0.042 1.256
H 2.859 -4.609 0.104
H 1.831 -3.186 -0.077
H 3.448 -3.036 0.621
H 4.649 -5.085 -1.386
H 5.708 -4.785 -3.584
H 5.096 -2.838 -4.996
H 3.428 -1.227 -4.189
H 2.049 1.708 -2.997
H 0.991 2.637 -5.000
H -0.397 1.179 -6.453
H -0.721 -1.188 -5.852
H -0.656 -2.919 -4.287
H 0.041 -2.691 -2.678
H 1.072 -3.163 -4.021
H 4.168 0.591 -2.760
H 5.643 2.277 -1.754
H 5.343 2.916 0.624
H 3.586 1.840 1.969
H 1.965 0.279 2.288
H 1.942 -1.124 1.210
C -7.528 -1.474 0.504
C -7.177 -0.850 -0.854
C -7.069 -1.970 -1.889
C -8.301 0.102 -1.285
C -5.872 -0.067 -0.724
C -4.741 -0.360 -1.467
C -3.607 0.403 -1.272
Br -2.076 -0.033 -2.345
C -3.503 1.468 -0.375
O -2.344 2.133 -0.228
C -4.651 1.782 0.377
C -5.782 0.997 0.169
C -4.775 2.911 1.416
C -5.120 2.286 2.778
C -3.519 3.763 1.619
C -5.906 3.858 0.984
H -8.462 -2.034 0.430
H -7.656 -0.714 1.275
H -6.743 -2.159 0.831
H -8.021 -2.499 -1.950
H -6.304 -2.701 -1.617
H -6.844 -1.582 -2.884
H -9.239 -0.446 -1.382
H -8.073 0.563 -2.248
H -8.456 0.901 -0.558
H -4.728 -1.164 -2.188
H -6.663 1.236 0.750
H -4.321 1.617 3.105
H -6.050 1.718 2.752
H -5.231 3.074 3.527
H -2.677 3.165 1.959
H -3.737 4.510 2.386
H -3.231 4.290 0.709
H -6.866 3.350 0.901
H -5.681 4.311 0.017
H -6.016 4.659 1.717
C -1.841 3.336 5.962
C -1.409 2.604 4.723
C -1.861 1.322 4.449
C -1.474 0.629 3.306
C -2.016 -0.757 3.075
C -0.607 1.268 2.413
Se -0.073 0.248 0.863
C -0.163 2.576 2.639
C 0.649 3.362 1.646
C -0.559 3.212 3.806
H -2.448 2.702 6.606
H -2.430 4.217 5.701
H -0.978 3.678 6.533
H -2.534 0.837 5.147
H -2.650 -1.054 3.908
H -1.218 -1.494 2.978
H -2.614 -0.803 2.162
H 1.349 2.752 1.076
H 1.225 4.140 2.145
H -0.022 3.883 0.952
H -0.214 4.223 3.993
```

Properties
Net charge: +1
Multiplicity: 1
Orbital gap, eV: 7.62
Energy relative to the best compared isomer or geometry (same formula, charge and spin), eV: 0.034
Calculated total energy, eV: -199009.1021
HOMO, eV: -10.6

Results of the Mulliken charge analysis, in e, for atoms 1 through 8: 0.341 -1.680 0.774 -0.744 -0.728 -0.847 -0.551 0.813